Density functional theory data (ωB97M-V with the def2-TZVPD basis set) for 7 unconnected molecules or ions with the total composition C42H46F2NO2Si.

Geometry (Å):
C 2.776 -0.184 -0.041
Si 3.418 -1.899 0.464
C 2.327 -2.525 1.888
C 3.057 -3.075 -0.981
C 5.185 -1.906 0.934
N 5.814 -0.510 0.898
C 6.405 0.090 1.989
O 6.694 1.238 2.096
F 6.618 -0.754 3.016
C 6.597 -0.419 -0.239
O 7.769 -0.286 -0.365
F 5.808 -0.445 -1.339
H 1.796 0.013 0.408
H 3.459 0.610 0.276
H 2.665 -0.112 -1.128
H 2.462 -1.899 2.777
H 2.569 -3.557 2.168
H 1.265 -2.491 1.614
H 3.061 -2.532 -1.933
H 3.833 -3.844 -1.013
H 2.076 -3.559 -0.893
H 5.303 -2.284 1.949
C 3.951 4.440 -1.589
C 4.798 3.790 -0.706
C 4.609 3.918 0.662
C 3.570 4.702 1.146
C 2.725 5.363 0.262
C 2.915 5.229 -1.108
H 4.100 4.329 -2.656
H 5.601 3.167 -1.081
H 5.265 3.386 1.341
H 3.413 4.790 2.214
H 1.912 5.970 0.640
H 2.254 5.735 -1.802
C 3.813 2.246 -6.575
C 3.197 2.505 -5.358
C 3.690 1.933 -4.193
C 4.805 1.106 -4.239
C 5.422 0.850 -5.456
C 4.926 1.417 -6.623
H 3.428 2.690 -7.484
H 2.329 3.152 -5.318
H 3.207 2.126 -3.243
H 5.188 0.661 -3.329
H 6.291 0.206 -5.493
H 5.408 1.213 -7.571
C -2.151 -2.476 4.431
C -1.138 -3.064 3.685
C -1.449 -3.789 2.543
C -2.771 -3.922 2.143
C -3.783 -3.331 2.888
C -3.474 -2.610 4.033
H -1.908 -1.910 5.321
H -0.104 -2.954 3.986
H -0.656 -4.245 1.965
H -3.013 -4.484 1.250
H -4.816 -3.430 2.575
H -4.264 -2.150 4.615
C -5.494 -5.932 0.369
C -5.408 -7.316 0.405
C -5.265 -8.032 -0.775
C -5.203 -7.363 -1.990
C -5.285 -5.978 -2.025
C -5.433 -5.262 -0.845
H -5.602 -5.373 1.290
H -5.447 -7.836 1.354
H -5.198 -9.112 -0.748
H -5.085 -7.921 -2.910
H -5.231 -5.456 -2.971
H -5.496 -4.181 -0.871
C -7.086 1.035 7.626
C -7.008 -0.350 7.668
C -6.876 -1.074 6.491
C -6.818 -0.412 5.273
C -6.893 0.973 5.230
C -7.030 1.696 6.406
H -7.188 1.600 8.543
H -7.048 -0.866 8.619
H -6.816 -2.155 6.524
H -6.710 -0.977 4.355
H -6.842 1.488 4.279
H -7.089 2.777 6.373
C -0.209 5.168 -5.361
C 0.088 4.882 -4.036
C -0.592 5.533 -3.016
C -1.574 6.465 -3.320
C -1.872 6.751 -4.646
C -1.188 6.104 -5.666
H 0.323 4.662 -6.157
H 0.849 4.150 -3.795
H -0.355 5.309 -1.983
H -2.106 6.970 -2.524
H -2.639 7.478 -4.884
H -1.419 6.328 -6.700

Atoms 1-3, force components in eV/Å:
C -0.1 0.0 0.0
Si 0.2 0.0 0.0
C -0.2 0.0 0.1

Values from the calculation:
Energy   -2322.52485 a.u.
Kohn-Sham gap   5.1 eV
LUMO level   0.0758 Ha
Total charge   -1

Mulliken population analysis, charges in e, atoms 1 to 2:
1. C -0.87
2. Si 0.61